A molecular structure, C13H13FeN2O9. Source: the OMol25 dataset; level of theory: ωB97M-V with the def2-TZVPD basis set.

Last column: Löwdin charge in e.
Atoms and positions in Å:
Fe: 1.618 0.044 -0.462  0.778
O: 0.899 1.429 -1.774  -0.064
C: 0.181 0.699 -2.791  -0.143
C: 1.183 -0.314 -3.304  -0.099
N: 1.833 -1.024 -2.171  -0.188
C: 3.302 -1.037 -2.320  -0.055
C: 3.633 0.399 -1.902  -0.589
O: 3.962 1.238 -2.705  0.106
O: 3.342 0.606 -0.636  -0.061
C: 1.277 -2.346 -1.814  -0.044
C: 1.287 -2.546 -0.281  -0.589
O: 0.792 -3.534 0.195  0.104
O: 1.897 -1.591 0.379  -0.054
H: 0.372 2.127 -1.367  0.141
H: -0.121 1.378 -3.588  0.137
H: -0.696 0.228 -2.349  0.121
H: 1.962 0.220 -3.845  0.131
H: 0.712 -1.024 -3.986  0.140
H: 3.790 -1.211 -3.279  0.143
H: 3.681 -1.723 -1.564  0.139
H: 1.871 -3.144 -2.265  0.140
H: 0.258 -2.445 -2.186  0.137
O: 0.921 1.118 1.053  0.030
C: -0.191 0.530 0.894  -0.506
O: -0.308 -0.238 -0.114  -0.021
C: -1.305 0.706 1.855  -0.111
C: -1.254 1.741 2.782  0.018
C: -2.289 1.903 3.686  0.022
C: -3.343 1.007 3.642  -0.130
C: -3.406 -0.040 2.740  0.023
C: -2.372 -0.186 1.832  0.021
N: -4.450 1.175 4.605  -0.351
O: -4.376 2.098 5.388  0.084
O: -5.352 0.365 4.568  0.085
H: -0.401 2.406 2.791  0.128
H: -2.292 2.696 4.417  0.123
H: -4.246 -0.717 2.762  0.124
H: -2.371 -0.993 1.114  0.128

Output
- energy (Ha) = -2553.53638
- <S²> = 0.773
- spin multiplicity = 2
- LUMO (spin up / spin down) (eV) = -1.12 / -1.11